(1)
{"formula": "C39H54AuN8SbSi3", "method": "the ωB97M-V functional and the def2-TZVPD basis", "total_charge": 2, "total_energy_ha": -3200.5872, "elements": ["Au", "C", "Sb", "C", "C", "C", "C", "C", "C", "N", "Si", "C", "C", "C", "C", "C", "C", "C", "C", "C", "N", "Si", "C", "C", "C", "Si", "C", "C", "C", "H", "H", "H", "H", "H", "H", "H", "H", "H", "H", "H", "H", "H", "H", "H", "H", "H", "H", "H", "H", "H", "H", "H", "H", "H", "H", "H", "H", "H", "H", "H", "H", "H", "H", "H", "H", "H", "H", "C", "N", "C", "C", "N", "C", "H", "H", "H", "H", "H", "H", "N", "C", "N", "C", "C", "C", "C", "C", "C", "H", "H", "H", "H", "H", "H", "N", "C", "C", "C", "C", "C", "N", "C", "H", "H", "H", "H"], "coordinates": [[1.623, -0.423, -0.335], [-0.421, 2.400, 0.834], [-1.293, 0.466, 0.914], [0.392, -0.927, 1.292], [-0.094, -2.362, 1.242], [-0.509, -3.082, 2.359], [-0.849, -4.417, 2.231], [-0.785, -5.002, 0.978], [-0.389, -4.209, -0.086], [-0.057, -2.926, 0.029], [1.299, -0.480, 2.948], [0.292, -0.625, 4.530], [2.692, -1.729, 2.981], [1.849, 1.311, 2.973], [-3.416, 0.708, 0.385], [-3.084, 0.297, -1.007], [-3.917, 0.193, -2.113], [-3.354, -0.206, -3.309], [-1.992, -0.495, -3.394], [-1.205, -0.369, -2.276], [-1.761, 0.033, -1.125], [-4.595, -0.505, 1.299], [-4.835, 0.171, 3.017], [-3.765, -2.168, 1.365], [-6.181, -0.683, 0.336], [-3.861, 2.584, 0.539], [-3.142, 3.227, 2.147], [-3.201, 3.450, -0.992], [-5.708, 2.830, 0.571], [-0.353, 2.786, 1.847], [-1.021, 3.078, 0.232], [0.575, 2.271, 0.417], [-0.558, -2.608, 3.322], [-1.162, -4.987, 3.094], [-1.043, -6.040, 0.825], [-0.343, -4.627, -1.085], [0.133, -1.640, 4.886], [-0.678, -0.126, 4.460], [0.856, -0.107, 5.310], [2.408, -2.579, 3.602], [3.594, -1.296, 3.416], [2.938, -2.113, 1.990], [1.122, 1.907, 3.530], [1.993, 1.756, 1.997], [2.792, 1.397, 3.515], [-4.970, 0.410, -2.025], [-3.977, -0.298, -4.189], [-1.550, -0.806, -4.328], [-0.140, -0.571, -2.252], [-3.881, 0.377, 3.508], [-5.367, -0.554, 3.634], [-5.415, 1.092, 3.025], [-3.120, -2.248, 2.238], [-3.165, -2.387, 0.476], [-4.511, -2.960, 1.445], [-6.651, 0.261, 0.083], [-6.898, -1.256, 0.927], [-6.015, -1.240, -0.587], [-2.397, 2.569, 2.603], [-3.933, 3.357, 2.884], [-2.671, 4.200, 1.999], [-2.390, 2.927, -1.501], [-2.845, 4.451, -0.742], [-4.003, 3.569, -1.721], [-6.208, 2.224, 1.320], [-6.167, 2.633, -0.398], [-5.911, 3.875, 0.818], [3.885, -5.672, -1.672], [3.879, -4.252, -1.356], [4.932, -3.526, -0.864], [4.451, -2.273, -0.640], [3.114, -2.221, -0.974], [2.815, -3.431, -1.391], [4.806, -5.922, -2.194], [3.042, -5.893, -2.322], [3.811, -6.265, -0.762], [5.910, -3.952, -0.736], [4.986, -1.413, -0.286], [1.848, -3.749, -1.741], [3.098, 0.642, -4.371], [2.919, -0.063, -3.234], [1.944, 0.404, -2.493], [1.440, 1.493, -3.197], [0.388, 2.357, -2.895], [0.111, 3.369, -3.789], [0.856, 3.529, -4.971], [1.891, 2.675, -5.289], [2.159, 1.658, -4.379], [3.795, 0.458, -5.073], [3.530, -0.908, -2.972], [-0.195, 2.234, -1.993], [-0.698, 4.057, -3.583], [0.609, 4.337, -5.644], [2.459, 2.792, -6.200], [7.385, 0.845, 2.841], [6.584, 1.269, 2.138], [5.562, 1.753, 1.253], [5.606, 3.025, 0.694], [4.575, 3.402, -0.147], [3.553, 2.500, -0.400], [3.503, 1.280, 0.136], [4.490, 0.920, 0.947], [6.425, 3.695, 0.920], [4.560, 4.380, -0.605], [2.742, 2.762, -1.069], [4.423, -0.058, 1.403]]}

---

(2)
{"formula": "C39H54ClIN8O12Si", "method": "the ωB97M-V functional and the def2-TZVPD basis", "total_charge": 0, "e_above_lowest_kcal_mol": 0.0, "total_energy_ha": -3906.3899, "smiles": "CC(=O)N(C)[C@@](Cl)(O[C@@H](I)CCCCCN)[C@@](N)(COO)N[Si](C)(C)C.O=[N+]([O-])c1ccccc1.O=[N+]([O-])c1ccccc1.O=[N+]([O-])c1ccccc1.O=[N+]([O-])c1ccccc1", "elements": ["C", "C", "O", "N", "C", "C", "Cl", "O", "C", "I", "C", "C", "C", "C", "C", "N", "C", "N", "C", "O", "O", "N", "Si", "C", "C", "C", "H", "H", "H", "H", "H", "H", "H", "H", "H", "H", "H", "H", "H", "H", "H", "H", "H", "H", "H", "H", "H", "H", "H", "H", "H", "H", "H", "H", "H", "H", "H", "H", "H", "H", "C", "C", "C", "C", "C", "C", "N", "O", "O", "H", "H", "H", "H", "H", "C", "C", "C", "C", "C", "C", "N", "O", "O", "H", "H", "H", "H", "H", "C", "C", "C", "C", "C", "C", "N", "O", "O", "H", "H", "H", "H", "H", "C", "C", "C", "C", "C", "C", "N", "O", "O", "H", "H", "H", "H", "H"], "coordinates": [[-0.875, 4.532, 4.414], [-2.069, 4.570, 3.504], [-2.363, 5.519, 2.820], [-2.936, 3.410, 3.657], [-4.187, 3.785, 4.309], [-2.960, 2.360, 2.675], [-1.315, 2.437, 1.869], [-3.094, 1.108, 3.284], [-2.188, 0.745, 4.281], [-3.126, 0.908, 6.245], [-1.701, -0.699, 4.123], [-1.435, -1.149, 2.680], [0.001, -0.887, 2.174], [0.696, -2.109, 1.563], [0.182, -2.518, 0.176], [-0.954, -3.470, 0.145], [-4.052, 2.409, 1.525], [-3.608, 1.568, 0.413], [-5.446, 1.920, 2.002], [-5.463, 0.509, 2.152], [-6.754, 0.184, 2.703], [-4.164, 3.768, 1.073], [-3.774, 4.309, -0.556], [-1.981, 4.143, -1.028], [-4.177, 6.140, -0.502], [-4.881, 3.583, -1.889], [-0.186, 3.747, 4.102], [-1.214, 4.283, 5.425], [-0.391, 5.508, 4.426], [-3.942, 4.340, 5.220], [-4.711, 2.887, 4.633], [-4.837, 4.403, 3.684], [-1.365, 1.453, 4.353], [-2.415, -1.374, 4.600], [-0.762, -0.765, 4.681], [-1.618, -2.228, 2.649], [-2.166, -0.707, 2.000], [0.620, -0.497, 2.988], [-0.006, -0.111, 1.404], [0.625, -2.967, 2.241], [1.758, -1.863, 1.461], [1.001, -2.976, -0.384], [-0.131, -1.625, -0.372], [-1.828, -2.959, 0.167], [-0.954, -4.025, 0.994], [-3.187, 0.718, 0.775], [-4.424, 1.263, -0.109], [-6.146, 2.206, 1.202], [-5.788, 2.384, 2.922], [-7.138, -0.336, 1.986], [-4.992, 4.216, 1.441], [-1.827, 4.722, -1.943], [-1.368, 4.601, -0.244], [-1.672, 3.107, -1.166], [-5.264, 6.270, -0.420], [-3.884, 6.592, -1.453], [-3.702, 6.655, 0.334], [-5.915, 3.480, -1.551], [-4.512, 2.597, -2.197], [-4.842, 4.215, -2.782], [5.485, -4.908, 4.469], [6.461, -4.614, 3.524], [6.278, -3.563, 2.641], [5.115, -2.822, 2.730], [4.127, -3.097, 3.657], [4.320, -4.155, 4.532], [4.921, -1.707, 1.787], [5.771, -1.535, 0.940], [3.925, -1.024, 1.907], [5.629, -5.732, 5.155], [7.366, -5.204, 3.475], [7.023, -3.321, 1.898], [3.224, -2.506, 3.686], [3.556, -4.398, 5.256], [2.893, -7.401, -0.391], [3.294, -8.380, 0.510], [3.094, -8.202, 1.869], [2.492, -7.034, 2.297], [2.094, -6.043, 1.421], [2.295, -6.233, 0.064], [2.260, -6.836, 3.738], [2.644, -7.699, 4.496], [1.709, -5.811, 4.087], [3.045, -7.551, -1.451], [3.759, -9.289, 0.153], [3.396, -8.953, 2.583], [1.635, -5.144, 1.796], [1.977, -5.471, -0.636], [2.004, 6.237, -5.807], [0.743, 6.783, -5.605], [-0.355, 5.956, -5.435], [-0.161, 4.587, -5.467], [1.083, 4.021, -5.675], [2.172, 4.860, -5.848], [-1.326, 3.709, -5.262], [-2.413, 4.240, -5.171], [-1.132, 2.515, -5.192], [2.858, 6.888, -5.939], [0.613, 7.856, -5.577], [-1.342, 6.361, -5.275], [1.200, 2.949, -5.715], [3.151, 4.433, -6.018], [2.683, -3.779, -6.481], [1.855, -2.968, -7.246], [2.128, -1.616, -7.367], [3.233, -1.105, -6.712], [4.065, -1.889, -5.934], [3.781, -3.241, -5.824], [3.547, 0.325, -6.873], [2.798, 0.987, -7.560], [4.536, 0.755, -6.320], [2.469, -4.836, -6.396], [0.996, -3.388, -7.751], [1.500, -0.969, -7.960], [4.917, -1.456, -5.434], [4.422, -3.871, -5.225]]}

---

(3)
{"formula": "C39H54CsN5O4", "method": "the ωB97M-V functional and the def2-TZVPD basis", "total_charge": -2, "e_above_lowest_kcal_mol": 23.7, "total_energy_ha": -2113.4688, "elements": ["Cs", "C", "N", "C", "C", "C", "N", "C", "C", "C", "C", "C", "C", "C", "O", "C", "C", "C", "N", "C", "C", "C", "C", "C", "C", "C", "O", "H", "H", "H", "H", "H", "H", "H", "H", "H", "H", "H", "H", "H", "H", "H", "H", "H", "H", "H", "H", "H", "H", "H", "H", "H", "C", "C", "C", "C", "C", "C", "C", "C", "C", "C", "C", "C", "O", "H", "H", "H", "H", "H", "H", "H", "H", "H", "H", "H", "H", "H", "H", "H", "H", "H", "C", "N", "C", "C", "C", "N", "C", "C", "O", "H", "H", "H", "H", "H", "H", "H", "H", "H", "H", "H", "H"], "coordinates": [[-0.613, -0.793, -0.088], [-2.179, 2.408, 1.471], [-0.996, 2.800, 0.727], [-1.336, 3.538, -0.488], [-1.875, 2.598, -1.571], [-0.828, 2.227, -2.630], [-0.928, 0.822, -2.960], [-0.869, 0.448, -4.169], [-0.845, -0.947, -4.621], [-0.868, -1.181, -5.999], [-0.803, -2.447, -6.548], [-0.681, -3.533, -5.662], [-0.643, -3.351, -4.301], [-0.738, -2.049, -3.692], [-0.740, -1.899, -2.437], [-0.032, 3.552, 1.517], [0.423, 2.913, 2.824], [1.197, 1.604, 2.691], [0.294, 0.474, 2.534], [0.679, -0.635, 3.016], [-0.025, -1.928, 2.921], [0.697, -3.059, 3.322], [0.184, -4.341, 3.273], [-1.127, -4.499, 2.797], [-1.880, -3.416, 2.413], [-1.390, -2.064, 2.473], [-2.124, -1.090, 2.131], [-2.639, 3.272, 1.989], [-1.933, 1.625, 2.191], [-2.916, 1.984, 0.787], [-0.423, 4.025, -0.841], [-2.051, 4.352, -0.259], [-2.776, 2.995, -2.046], [-2.165, 1.672, -1.078], [0.169, 2.374, -2.198], [-0.890, 2.883, -3.515], [-0.816, 1.201, -4.977], [-0.936, -0.315, -6.655], [-0.822, -2.595, -7.620], [-0.607, -4.540, -6.061], [-0.544, -4.192, -3.624], [-0.437, 4.560, 1.751], [0.849, 3.706, 0.887], [-0.429, 2.759, 3.495], [1.069, 3.651, 3.311], [1.847, 1.469, 3.567], [1.866, 1.637, 1.823], [1.646, -0.687, 3.542], [1.716, -2.903, 3.668], [0.781, -5.193, 3.572], [-1.555, -5.494, 2.724], [-2.893, -3.541, 2.046], [3.169, -1.401, -1.517], [3.801, -0.076, -1.959], [2.712, 1.002, -2.072], [4.967, 0.369, -1.101], [6.235, 0.440, -1.656], [7.359, 0.825, -0.923], [7.167, 1.164, 0.414], [5.916, 1.142, 1.015], [5.775, 1.532, 2.470], [5.268, 0.366, 3.326], [4.891, 2.768, 2.669], [4.752, 0.729, 0.278], [3.597, 0.664, 0.826], [2.372, -1.674, -2.216], [2.748, -1.287, -0.519], [3.903, -2.210, -1.488], [4.208, -0.240, -2.964], [2.345, 1.249, -1.074], [1.869, 0.648, -2.676], [3.108, 1.913, -2.531], [6.349, 0.167, -2.704], [8.342, 0.862, -1.378], [8.020, 1.476, 1.016], [6.782, 1.799, 2.815], [4.273, 0.079, 2.982], [5.209, 0.646, 4.384], [5.927, -0.500, 3.232], [3.897, 2.574, 2.273], [5.310, 3.632, 2.143], [4.815, 3.019, 3.733], [-3.961, -1.073, -3.185], [-4.905, -1.223, -2.088], [-6.248, -1.617, -2.447], [-7.035, -2.054, -1.230], [-6.897, -0.991, -0.159], [-5.500, -0.795, 0.151], [-5.153, -0.230, 1.444], [-4.559, -0.717, -0.853], [-3.444, -0.257, -0.657], [-3.836, -2.028, -3.699], [-2.996, -0.758, -2.800], [-4.322, -0.330, -3.907], [-6.177, -2.427, -3.178], [-6.774, -0.789, -2.949], [-6.640, -2.998, -0.850], [-8.084, -2.200, -1.498], [-7.405, -1.286, 0.761], [-7.373, -0.057, -0.500], [-5.699, -0.781, 2.215], [-5.430, 0.831, 1.511], [-4.086, -0.349, 1.630]]}

---

(4)
{"formula": "C39H55N2O2SSi2TaTe", "method": "the ωB97M-V functional and the def2-TZVPD basis", "total_charge": 0, "e_above_lowest_kcal_mol": 49.2, "total_energy_ha": -3081.2539, "elements": ["Ta", "C", "C", "O", "N", "C", "C", "C", "C", "C", "C", "N", "H", "H", "H", "H", "H", "H", "H", "H", "H", "H", "C", "Si", "C", "C", "C", "Si", "C", "C", "C", "H", "H", "H", "H", "H", "H", "H", "H", "H", "H", "H", "H", "H", "H", "H", "H", "H", "H", "H", "C", "C", "C", "C", "C", "C", "C", "S", "C", "O", "H", "H", "H", "H", "H", "H", "H", "H", "H", "H", "C", "C", "C", "C", "C", "C", "Te", "C", "C", "C", "H", "H", "H", "H", "H", "H", "H", "H", "H", "H", "H", "C", "C", "C", "C", "C", "C", "C", "H", "H", "H", "H", "H"], "coordinates": [[0.534, -0.491, 0.161], [1.629, -1.779, 4.808], [1.806, -0.768, 3.703], [0.872, -0.388, 2.995], [3.056, -0.249, 3.611], [3.380, 0.817, 2.700], [4.153, 0.331, 1.503], [5.495, -0.003, 1.659], [6.224, -0.429, 0.567], [5.583, -0.518, -0.650], [4.249, -0.168, -0.723], [3.525, 0.250, 0.326], [0.773, -2.407, 4.586], [1.444, -1.248, 5.744], [2.516, -2.404, 4.923], [3.810, -0.725, 4.075], [3.962, 1.574, 3.228], [2.440, 1.253, 2.373], [5.964, 0.096, 2.631], [7.275, -0.668, 0.664], [6.106, -0.851, -1.536], [3.725, -0.215, -1.654], [-2.198, -2.546, -1.302], [-0.682, -2.544, -2.425], [0.354, -4.072, -2.053], [-1.336, -2.675, -4.198], [0.374, -1.014, -2.188], [-0.064, 0.556, -3.115], [-0.120, 0.400, -4.999], [-1.748, 1.214, -2.571], [1.235, 1.898, -2.758], [-2.762, -3.478, -1.413], [-2.876, -1.720, -1.538], [-1.905, -2.464, -0.252], [-0.242, -4.990, -2.085], [0.788, -3.976, -1.057], [1.175, -4.180, -2.769], [-1.687, -3.690, -4.410], [-0.565, -2.425, -4.932], [-2.176, -1.990, -4.350], [1.385, -1.322, -2.460], [-1.039, -0.083, -5.343], [0.724, -0.190, -5.373], [-0.066, 1.388, -5.468], [-2.560, 0.545, -2.881], [-1.936, 2.200, -3.008], [-1.800, 1.321, -1.485], [1.787, 2.164, -3.666], [1.966, 1.574, -2.023], [0.775, 2.817, -2.381], [-7.965, -3.020, -0.235], [-6.680, -2.261, -0.029], [-5.842, -2.579, 1.042], [-4.670, -1.878, 1.260], [-4.335, -0.831, 0.415], [-5.130, -0.524, -0.675], [-6.296, -1.246, -0.896], [-2.888, 0.198, 0.729], [-3.550, 0.939, 2.243], [-1.827, -0.782, 1.197], [-8.404, -3.298, 0.723], [-7.782, -3.938, -0.797], [-8.691, -2.422, -0.785], [-6.117, -3.383, 1.716], [-4.006, -2.143, 2.077], [-4.843, 0.278, -1.347], [-6.913, -1.012, -1.756], [-3.938, 0.150, 2.885], [-4.346, 1.624, 1.948], [-2.744, 1.477, 2.736], [1.112, 8.135, -0.591], [0.860, 6.660, -0.415], [-0.425, 6.139, -0.394], [-0.668, 4.794, -0.120], [-2.100, 4.317, -0.089], [0.406, 3.941, 0.161], [-0.049, 2.060, 1.064], [1.714, 4.435, 0.070], [2.914, 3.581, 0.350], [1.918, 5.781, -0.220], [0.183, 8.671, -0.784], [1.802, 8.322, -1.416], [1.560, 8.547, 0.316], [-1.269, 6.799, -0.564], [-2.759, 5.078, -0.509], [-2.415, 4.121, 0.940], [-2.227, 3.397, -0.662], [2.840, 2.608, -0.126], [3.013, 3.427, 1.428], [3.823, 4.071, -0.004], [2.936, 6.158, -0.256], [1.365, -2.141, 0.626], [1.976, -3.166, 1.412], [1.219, -3.871, 2.368], [1.784, -4.876, 3.132], [3.124, -5.213, 2.978], [3.892, -4.524, 2.047], [3.332, -3.522, 1.273], [0.174, -3.602, 2.475], [1.178, -5.409, 3.856], [3.559, -6.017, 3.561], [4.938, -4.779, 1.918], [3.930, -2.999, 0.535]]}

---

| no. | LUMO level (eV) |
| --- | --- |
| 1 | -6.197 |
| 2 | -0.681 |
| 3 | 3.538 |
| 4 | 0.385 |